No. 1
A 2-piece molecular cluster, C3H5BrN4O2 overall. Source: OMol25; level of theory: the ωB97M-V functional and the def2-TZVPD basis.

XYZ file:
```
15
Properties=species:S:1:pos:R:3
C 0.16 0.22 1.94
C -1.05 -0.49 0.33
C 0.86 -1.10 -1.28
N -1.09 0.02 1.63
N 1.06 -0.12 0.95
N 0.24 -0.75 -0.02
N -1.06 1.78 -0.53
O -1.76 2.66 -0.06
O 0.07 1.90 -1.02
Br -2.51 -1.28 -0.44
H 0.53 0.64 2.92
H 1.29 -0.25 -1.79
H 1.38 -2.03 -1.21
H 0.05 -1.53 -2.04
H 1.84 0.33 0.63
```

Calculated values
energy: -3060.6406 hartree
max |F|: 5.193 eV Å⁻¹
gap between HOMO and LUMO (alpha / beta): 6.828 / 6.830 eV
E_HOMO (alpha / beta): -7.136 / -7.138 eV



No. 2
A 3-piece molecular cluster, C6H13NO overall. Source: OMol25; level of theory: the ωB97M-V functional and the def2-TZVPD basis.

XYZ file:
```
21
Properties=species:S:1:pos:R:3
C 0.05 -1.83 0.12
O 0.60 -1.75 1.44
C 0.25 -0.46 -2.65
C 0.63 0.34 -1.64
C 0.07 1.57 -0.90
N -0.77 0.37 2.57
C -0.84 1.06 1.41
C 0.24 1.45 0.64
H -0.61 -0.98 -0.13
H -0.50 -2.84 0.02
H 0.84 -1.77 -0.61
H 0.11 -1.11 -5.48
H -0.85 -0.40 -3.01
H 1.57 0.10 -1.12
H 0.28 -0.37 -5.54
H -0.97 1.66 -1.12
H 0.53 2.54 -1.28
H 0.08 -1.03 1.98
H -1.69 0.28 3.02
H -1.90 1.24 0.94
H 1.28 1.33 0.99
```

Calculated values
energy: -366.0680 hartree
max |F|: 4.704 eV Å⁻¹
gap between HOMO and LUMO: 4.446 eV
E_HOMO: -7.800 eV



No. 3
C2HFHgO as an isolated structure. Source: OMol25; level of theory: the ωB97M-V functional and the def2-TZVPD basis.

XYZ file:
```
6
Properties=species:S:1:pos:R:3
H 1.84 -1.15 -0.12
O 0.80 -1.09 -1.58
C 0.76 -0.81 -0.31
C 0.07 0.10 0.41
F -1.05 -0.45 1.01
Hg 0.33 2.09 0.55
```

Calculated values
energy: -404.8146 hartree
max |F|: 12.324 eV Å⁻¹
net charge: +1
multiplicity: 2
gap between HOMO and LUMO (alpha / beta): 5.819 / 6.801 eV
E_HOMO (alpha / beta): -14.423 / -15.157 eV



Question: What is the max |F| in the second record?
Answer: 4.704 eV Å⁻¹